Below is a molecular structure, C32H69BrO4SSi5SnTe in a non-equilibrium geometry, with properties calculated with ωB97M-V with the def2-TZVPD basis set.

Each line ends with the Mulliken charge.
Atoms and positions in Å:
Sn (1.75, 0.32, 0.57)  0.1822
C (-1.07, -4.30, 1.61)  -2.1607
C (-1.90, -4.07, 0.34)  2.8069
C (-2.59, -2.71, 0.50)  -1.7432
C (-2.99, -5.16, 0.25)  -1.7726
Si (-0.78, -4.19, -1.27)  -1.7828
Br (0.47, -1.37, -0.91)  0.7424
C (-1.61, -3.91, -3.03)  2.6244
C (-2.10, -5.26, -3.56)  -1.7844
C (-0.63, -3.30, -4.04)  -1.8503
C (-2.80, -2.95, -2.94)  -2.1411
C (0.83, -5.32, -1.20)  2.6230
C (1.63, -5.30, -2.51)  -1.9714
C (1.80, -4.88, -0.09)  -1.7935
C (0.40, -6.77, -0.93)  -1.7862
H (-1.71, -4.19, 2.48)  0.6150
H (-0.27, -3.57, 1.68)  0.3345
H (-0.65, -5.30, 1.64)  0.3917
H (-3.28, -2.77, 1.34)  0.5675
H (-3.15, -2.43, -0.38)  0.2517
H (-1.87, -1.93, 0.72)  0.1325
H (-3.57, -5.16, 1.17)  0.5186
H (-2.56, -6.15, 0.12)  0.4110
H (-3.67, -4.97, -0.57)  0.3499
H (-1.29, -5.95, -3.75)  0.3465
H (-2.62, -5.10, -4.50)  0.5033
H (-2.80, -5.74, -2.88)  0.3862
H (0.19, -3.98, -4.27)  0.3229
H (-0.23, -2.37, -3.65)  0.3105
H (-1.17, -3.11, -4.96)  0.5610
H (-3.61, -3.36, -2.34)  0.3683
H (-3.19, -2.80, -3.94)  0.6268
H (-2.49, -1.99, -2.54)  0.3908
H (1.95, -4.30, -2.77)  0.2605
H (1.06, -5.73, -3.33)  0.3903
H (2.52, -5.91, -2.38)  0.6371
H (2.06, -3.83, -0.22)  0.2089
H (2.71, -5.47, -0.16)  0.5914
H (1.38, -5.02, 0.90)  0.3132
H (-0.28, -7.13, -1.69)  0.4069
H (-0.09, -6.88, 0.04)  0.3319
H (1.28, -7.41, -0.93)  0.5053
C (-0.58, 7.20, 0.76)  -1.1507
Si (0.66, 5.90, 1.39)  0.7022
C (1.22, 6.21, 3.20)  -1.1642
C (2.21, 5.97, 0.27)  -1.1424
Si (-0.67, 3.89, 1.04)  0.1666
Te (0.82, 2.58, -0.78)  0.2869
Si (-3.01, 3.36, 0.77)  0.6876
C (-3.61, 4.60, -0.55)  -1.1138
C (-3.25, 1.53, 0.22)  -0.9370
C (-3.93, 3.64, 2.42)  -1.2172
Si (0.00, 3.05, -3.28)  0.5572
C (-0.60, 4.86, -3.23)  -0.8434
C (1.58, 2.87, -4.35)  -1.0075
C (-1.33, 1.78, -3.77)  -0.6966
H (-0.14, 8.19, 0.74)  0.4277
H (-1.47, 7.26, 1.39)  0.3748
H (-0.91, 6.98, -0.25)  0.3086
H (1.86, 7.10, 3.27)  0.4278
H (1.80, 5.37, 3.57)  0.3054
H (0.38, 6.37, 3.87)  0.3426
H (2.96, 6.65, 0.68)  0.4086
H (1.96, 6.34, -0.72)  0.3134
H (2.69, 5.00, 0.15)  0.3243
H (-3.23, 4.37, -1.54)  0.2588
H (-3.32, 5.62, -0.31)  0.3607
H (-4.69, 4.59, -0.60)  0.4464
H (-3.57, 1.43, -0.81)  0.4424
H (-4.00, 1.04, 0.84)  0.4644
H (-2.33, 0.96, 0.34)  -0.0530
H (-3.92, 4.68, 2.72)  0.3482
H (-3.46, 3.06, 3.22)  0.3012
H (-4.97, 3.33, 2.36)  0.4055
H (0.24, 5.55, -3.23)  0.3736
H (-1.20, 5.07, -2.36)  0.0406
H (-1.20, 5.09, -4.11)  0.4387
H (2.39, 3.47, -3.94)  0.3535
H (1.40, 3.22, -5.36)  0.4141
H (1.91, 1.84, -4.41)  0.1521
H (-2.28, 1.98, -3.27)  0.2619
H (-1.04, 0.76, -3.53)  -0.0163
H (-1.52, 1.82, -4.84)  0.4532
C (1.54, -0.03, 8.33)  -1.4727
C (1.06, 0.46, 7.01)  0.8815
C (1.01, 1.82, 6.71)  -0.8789
C (0.69, 2.26, 5.44)  -0.4242
C (0.40, 1.33, 4.46)  -0.0630
C (0.38, -0.02, 4.74)  -0.8164
C (0.71, -0.45, 6.01)  -0.7903
S (0.33, 1.80, 2.78)  1.2714
O (-0.58, 2.98, 2.56)  -0.5534
O (-0.17, 0.68, 2.00)  -0.5465
O (1.64, 2.18, 2.35)  -0.6472
H (1.10, 0.54, 9.15)  0.3905
H (2.62, 0.10, 8.39)  0.3183
H (1.31, -1.08, 8.46)  0.3630
H (1.23, 2.55, 7.48)  0.4337
H (0.68, 3.32, 5.19)  0.4735
H (0.12, -0.72, 3.96)  0.7072
H (0.70, -1.51, 6.22)  0.3621
C (4.50, -0.24, -3.03)  -0.6983
C (4.03, -1.63, -2.59)  0.0836
C (4.25, -1.59, -1.09)  -0.3316
O (3.97, -0.25, -0.71)  -0.4920
C (4.49, 0.59, -1.74)  -0.0133
H (3.83, 0.19, -3.78)  0.1775
H (5.50, -0.28, -3.44)  0.3179
H (4.58, -2.44, -3.06)  0.5257
H (2.96, -1.75, -2.79)  -0.2836
H (5.28, -1.84, -0.82)  0.3106
H (3.57, -2.24, -0.54)  0.0652
H (5.50, 0.91, -1.46)  0.3026
H (3.84, 1.47, -1.80)  -0.0069

As for the orbital gap: 7.640 eV. Its electronic energy is -6463.332231 hartree. Its HOMO energy is -0.48312 Ha. Its total charge is +2. Its LUMO energy is -0.2024 hartree. The calculation puts the energy relative to the best compared isomer or geometry (same formula, charge and spin) at 0.608 eV.